No. 1
Molecular formula: C3H6O3
Method: DFT, ωB97M-V/def2-TZVPD

Positions of all 12 atoms, in Å:
O1 1.83 -1.57 0.19
C1 -1.25 0.68 0.16
H1 -0.04 -1.92 1.02
O2 0.31 -0.14 -1.36
H2 1.78 -1.34 -0.75
C2 -0.07 -0.18 -0.20
H3 -1.91 0.07 0.86
H4 -1.09 1.20 -1.81
H5 0.89 -0.57 1.70
H6 -0.98 1.51 0.80
C3 0.66 -1.10 0.76
O3 -1.72 1.34 -1.05

molecular weight: 90.1 g/mol
charge: 0
SMILES: O=C(CO)CO
gap between HOMO and LUMO: 0.4190 hartree

***

No. 2
Molecular formula: CH16O6S
Method: DFT, ωB97M-V/def2-TZVPD

Positions of all 24 atoms, in Å:
H1 0.66 -1.87 -1.89
H2 1.73 -0.01 -1.39
H3 0.35 2.52 1.03
H4 2.46 0.61 0.85
O1 0.88 -1.09 -2.44
H5 3.11 0.63 -1.53
H6 -1.37 -0.17 -0.20
O2 2.35 0.62 -0.96
H7 -2.91 2.48 -0.53
H8 -0.70 -4.11 -1.88
O3 0.34 2.68 0.10
H9 -2.52 0.30 1.93
H10 -0.56 -3.25 -0.58
H11 0.82 1.98 -0.32
O4 -2.38 1.92 0.04
S1 -0.78 -0.91 0.76
O5 1.98 1.02 1.58
H12 -0.94 0.57 2.70
H13 -1.76 -0.96 2.88
C1 -1.58 -0.14 2.19
H14 1.89 0.38 2.28
H15 0.29 -1.14 -3.18
O6 -0.33 -3.31 -1.52
H16 -1.50 2.35 -0.01

molecular weight: 156.2 g/mol
charge: 0
SMILES: CS.O.O.O.O.O.O
gap between HOMO and LUMO: 0.3364 hartree

***

No. 3
Molecular formula: C30H44BrN3P2V
Method: DFT, ωB97M-V/def2-TZVPD

Positions of all 81 atoms, in Å:
C1 1.79 -0.42 3.06
H1 -3.37 -0.08 3.25
H2 -1.17 -1.04 2.66
C2 -3.97 0.21 1.17
C3 2.30 -2.98 1.87
H3 4.56 -0.36 -3.38
H4 4.85 1.28 -2.81
H5 4.52 -0.46 2.36
C4 1.38 -4.08 3.63
H6 -5.45 1.03 2.37
C5 4.12 -0.14 -1.27
H7 4.06 -1.23 -1.11
C6 0.58 -7.44 4.87
H8 2.46 -1.98 -0.05
H9 4.11 -8.88 4.93
Br1 1.21 1.18 0.90
H10 1.68 -1.47 4.90
H11 -0.46 -7.14 4.94
H12 3.75 -6.63 3.98
C7 2.89 -7.16 4.35
C8 -0.46 -2.52 -4.56
H13 4.68 3.64 2.03
H14 1.37 -4.60 -2.68
H15 6.01 0.00 -2.41
H16 3.78 2.52 0.02
C9 1.57 -6.63 4.29
H17 6.03 -2.40 2.51
H18 -0.22 0.44 -2.89
H19 5.47 2.17 2.60
C10 3.11 -8.43 4.89
C11 1.86 -0.52 1.66
N1 -1.49 -0.94 0.63
H20 7.01 -1.04 2.12
C12 0.82 0.12 -2.81
C13 0.91 -8.70 5.40
H21 -0.64 -3.44 -2.62
H22 0.15 -9.35 5.84
H23 4.16 -1.57 1.04
H24 -5.77 1.10 0.69
H25 1.09 -0.39 -4.96
C14 1.87 -2.83 3.18
C15 2.17 -4.01 -2.21
H26 1.23 1.32 -4.53
H27 0.51 -2.89 -4.92
H28 -1.53 -1.93 -2.77
C16 4.94 -0.90 1.45
N2 2.15 -9.21 5.41
H29 2.57 0.24 -4.15
H30 2.02 -4.06 -1.11
H31 2.56 -3.98 1.50
N3 -5.16 0.76 1.46
H32 3.13 -4.48 -2.44
H33 3.37 1.51 1.51
C17 5.18 2.73 1.71
C18 4.19 1.92 0.87
C19 4.94 0.22 -2.53
C20 2.20 -2.59 -2.74
C21 6.22 -1.67 1.73
P1 0.76 -1.58 -2.11
H34 -4.21 0.13 -0.99
C22 1.77 -1.57 3.81
H35 -1.21 -3.24 -4.91
H36 3.10 -2.06 -2.43
C23 -2.30 -0.56 -0.39
H37 3.15 0.38 -1.18
V1 0.45 -1.84 0.34
H38 6.06 2.99 1.12
H39 2.22 -2.59 -3.84
C24 -1.88 -0.74 1.90
H40 1.29 0.77 -2.06
H41 -0.69 -1.57 -5.05
C25 -3.56 -0.05 -0.15
C26 1.47 0.30 -4.18
P2 4.93 0.40 0.24
H42 -1.90 -0.68 -1.40
C27 1.28 -5.30 3.70
C28 2.40 -1.82 1.05
C29 -3.11 -0.18 2.22
H43 6.61 -2.24 0.89
H44 1.74 0.59 3.54
C30 -0.58 -2.42 -3.04

molecular weight: 639.5 g/mol
charge: +2
gap between HOMO and LUMO (spin up / spin down): 0.1745 / 0.1755 hartree
2S+1: 4
<S²>: 3.76

***

- Look up the charge of the second one.
  0